Entry 1:
ORCA calculation (ωB97M-V/def2-TZVPD) on a structure of composition C5H7InO4.

The geometry in ORCA input format:
```
! wB97M-V def2-TZVPD RIJCOSX def2/J DEFGRID3
* xyz 0 1
In 0.306 0.713 -0.580
O -1.489 -0.859 -0.519
O 1.219 -0.984 -0.220
O 2.411 1.137 -0.273
O -0.664 1.750 0.731
C -2.359 0.274 -0.196
C 3.103 0.216 -0.024
C -1.588 1.555 -0.367
C -0.976 -1.674 0.518
C 0.438 -2.091 0.123
H 0.891 -2.641 0.968
H -0.945 -1.102 1.460
H -2.711 0.124 0.847
H -1.608 -2.566 0.668
H -2.289 2.400 -0.504
H -3.217 0.218 -0.885
H 0.366 -2.775 -0.745
*
```

- Frontier orbital gap (spin up / spin down): 7.229 / 7.230 eV

Charges per atom according to Mulliken partitioning, unit e:
1. In 1.153
2. O -0.450
3. O -0.615
4. O -0.251
5. O -0.693
6. C -0.534
7. C 0.221
8. C -0.150
9. C -0.592
10. C -0.341
11. H 0.328
12. H 0.355
13. H 0.266
14. H 0.357
15. H 0.379
16. H 0.312
17. H 0.257

Entry 2:
ORCA calculation (ωB97M-V/def2-TZVPD) on a structure of composition C5H7KLiO5.

The geometry in ORCA input format:
```
! wB97M-V def2-TZVPD RIJCOSX def2/J DEFGRID3
* xyz 1 1
K -1.925 0.994 2.463
O -1.724 -0.681 1.121
O -0.761 1.547 -0.811
O 0.453 2.167 1.227
O 2.569 -1.205 1.311
O 1.311 0.709 -0.104
C -1.871 0.154 -1.140
C 1.446 -0.554 -0.681
C 0.077 1.317 0.197
C 2.259 -1.482 0.170
C -2.203 -0.742 -0.041
Li 1.878 0.513 1.932
H -1.162 -0.387 -1.791
H 0.476 -1.070 -0.769
H -2.824 -1.625 -0.273
H 0.519 3.053 0.852
H 1.946 -0.439 -1.655
H -2.677 0.278 -1.875
H 2.212 -2.546 -0.133
*
```

- Frontier orbital gap (spin up / spin down): 4.981 / 6.214 eV
- Energy above the lowest of the compared OMol25 structures with the same formula, charge and spin: 143.0 kcal/mol

Charges per atom according to Mulliken partitioning, unit e:
1. K 0.995
2. O -0.729
3. O -0.431
4. O -0.482
5. O -0.616
6. O -0.461
7. C -0.690
8. C -0.078
9. C 0.203
10. C 0.174
11. C 0.120
12. Li 0.881
13. H 0.279
14. H 0.035
15. H 0.373
16. H 0.327
17. H 0.339
18. H 0.390
19. H 0.371

E values, unit Ha, following the record order: -685.6374; -1178.0263.